# 1
Computed, not measured: one molecule with the formula C31H39N5O6, with the ωB97M-V functional and the def2-TZVPD basis.

Properties
Frontier orbital gap (eV): 9.50
HOMO level (eV): -8.937
Total charge: 0
Spin multiplicity: 1

Each line ends with the Mulliken charge.
Cartesian coordinates (Å):
C (-0.071, -6.525, 4.523)  -1.64
C (-0.828, -6.035, 3.289)  1.68
C (-2.277, -5.700, 3.648)  -1.73
C (-0.781, -7.074, 2.169)  -1.66
O (-0.279, -4.777, 2.828)  -0.42
C (1.007, -4.701, 2.436)  0.74
O (1.803, -5.606, 2.396)  -0.65
N (1.298, -3.417, 2.109)  0.04
C (2.538, -3.052, 1.463)  -1.16
C (2.345, -2.671, 0.018)  1.22
C (3.006, -1.575, -0.521)  -0.99
C (2.818, -1.222, -1.845)  -0.12
C (1.961, -1.956, -2.656)  0.67
C (1.719, -1.513, -4.076)  -1.57
N (1.004, -0.255, -4.072)  0.04
C (-0.239, -0.126, -4.544)  0.35
O (-0.861, -0.980, -5.164)  -0.76
C (-0.874, 1.187, -4.277)  0.05
N (-2.102, 1.422, -4.821)  -0.04
C (-2.515, 2.632, -4.395)  -0.66
N (-1.639, 3.189, -3.608)  -0.60
C (-0.594, 2.311, -3.514)  1.27
C (0.555, 2.638, -2.657)  0.23
O (1.575, 1.958, -2.578)  -0.86
N (0.384, 3.785, -1.981)  0.06
C (1.263, 4.188, -0.918)  -0.07
C (1.046, 5.668, -0.563)  -1.51
C (-0.366, 5.891, -0.096)  0.51
C (-0.696, 5.731, 1.244)  -0.29
C (-2.006, 5.867, 1.667)  -0.66
C (-3.005, 6.165, 0.754)  -0.51
C (-2.684, 6.339, -0.580)  -0.67
C (-1.372, 6.204, -1.003)  -0.31
C (1.072, 3.321, 0.342)  0.12
O (1.740, 3.470, 1.332)  -0.63
O (0.105, 2.444, 0.159)  0.05
C (-0.262, 1.477, 1.176)  1.85
C (0.937, 0.602, 1.534)  -1.71
C (-1.353, 0.642, 0.504)  -1.84
C (-0.807, 2.206, 2.403)  -1.81
C (1.301, -3.052, -2.119)  -1.02
C (1.496, -3.409, -0.796)  -0.35
H (-0.079, -5.759, 5.295)  0.37
H (0.959, -6.753, 4.265)  0.35
H (-0.546, -7.422, 4.911)  0.47
H (-2.799, -5.320, 2.773)  0.40
H (-2.302, -4.939, 4.423)  0.40
H (-2.785, -6.590, 4.006)  0.41
H (-1.294, -6.697, 1.287)  0.38
H (0.250, -7.297, 1.909)  0.36
H (-1.269, -7.988, 2.497)  0.46
H (0.532, -2.762, 2.075)  0.14
H (3.185, -3.933, 1.538)  0.41
H (3.004, -2.226, 2.011)  0.29
H (3.674, -0.995, 0.099)  0.33
H (3.328, -0.359, -2.247)  0.43
H (2.673, -1.378, -4.598)  0.30
H (1.109, -2.239, -4.619)  0.51
H (1.397, 0.510, -3.512)  0.39
H (-2.565, 0.751, -5.417)  0.23
H (-3.451, 3.075, -4.674)  0.47
H (-0.536, 4.205, -2.034)  0.21
H (2.298, 4.026, -1.246)  0.52
H (1.752, 5.929, 0.227)  0.52
H (1.258, 6.274, -1.445)  0.46
H (0.080, 5.500, 1.958)  0.42
H (-2.249, 5.742, 2.712)  0.45
H (-4.028, 6.268, 1.085)  0.41
H (-3.455, 6.581, -1.296)  0.41
H (-1.130, 6.362, -2.045)  0.41
H (1.723, 1.203, 1.985)  0.44
H (1.328, 0.123, 0.638)  0.32
H (0.630, -0.162, 2.243)  0.51
H (-0.951, 0.154, -0.381)  0.30
H (-2.177, 1.283, 0.202)  0.44
H (-1.723, -0.113, 1.190)  0.45
H (-0.020, 2.787, 2.875)  0.34
H (-1.190, 1.485, 3.119)  0.51
H (-1.612, 2.878, 2.110)  0.34
H (0.631, -3.629, -2.739)  0.37
H (0.985, -4.269, -0.389)  0.42

***

# 2
Computed, not measured: C31H40AuINO2P2 as an isolated structure, with the ωB97M-V functional and the def2-TZVPD basis.

Properties
Frontier orbital gap (eV): 7.01
HOMO level (eV): -10.455
Total charge: +1
Spin multiplicity: 1

Each line ends with the Mulliken charge.
Cartesian coordinates (Å):
Au (-0.386, 0.206, -0.364)  1.11
C (1.399, 2.926, 1.964)  -1.42
C (0.090, 3.443, 1.367)  0.67
C (-1.054, 3.440, 2.381)  -1.45
P (-0.320, 2.566, -0.185)  0.04
C (-1.865, 3.281, -0.869)  0.44
C (-3.084, 2.519, -0.339)  -1.41
C (-1.840, 3.263, -2.398)  -1.37
C (1.052, 2.854, -1.308)  -0.12
C (1.746, 4.059, -1.381)  -0.59
C (2.852, 4.182, -2.199)  -0.89
C (3.281, 3.073, -2.919)  -0.81
C (2.599, 1.872, -2.862)  -0.57
C (1.444, 1.752, -2.082)  0.48
N (0.702, 0.565, -2.007)  -0.17
C (0.632, -0.371, -3.046)  0.93
C (0.864, -0.043, -4.387)  -0.63
C (0.783, -1.013, -5.370)  -0.81
C (0.460, -2.331, -5.067)  -0.97
C (0.180, -2.660, -3.755)  -1.02
C (0.256, -1.693, -2.752)  0.02
P (-0.236, -2.009, -1.061)  -0.03
C (1.040, -2.947, -0.158)  0.66
C (2.329, -2.126, -0.097)  -1.48
C (1.263, -4.325, -0.785)  -1.60
C (-1.822, -2.909, -1.059)  0.77
C (-2.174, -3.410, 0.342)  -1.62
C (-2.912, -1.997, -1.628)  -1.46
H (1.697, 3.581, 2.784)  0.50
H (1.268, 1.920, 2.359)  0.17
H (2.208, 2.916, 1.233)  0.31
H (0.232, 4.476, 1.025)  0.58
H (-1.298, 2.434, 2.717)  0.19
H (-0.743, 4.009, 3.258)  0.48
H (-1.957, 3.909, 1.990)  0.38
H (-1.897, 4.317, -0.514)  0.74
H (-3.120, 1.518, -0.775)  0.21
H (-3.085, 2.405, 0.745)  0.30
H (-3.995, 3.044, -0.628)  0.54
H (-1.720, 2.243, -2.773)  0.13
H (-2.787, 3.648, -2.778)  0.49
H (-1.034, 3.871, -2.806)  0.36
H (1.430, 4.904, -0.781)  0.42
H (3.394, 5.116, -2.252)  0.47
H (4.175, 3.140, -3.526)  0.43
H (2.972, 1.017, -3.407)  0.68
H (1.086, 0.978, -4.662)  0.66
H (0.959, -0.728, -6.399)  0.43
H (0.397, -3.076, -5.846)  0.46
H (-0.118, -3.671, -3.507)  0.44
H (0.643, -3.062, 0.855)  0.58
H (2.707, -1.914, -1.100)  0.28
H (2.182, -1.182, 0.430)  0.22
H (3.092, -2.692, 0.436)  0.54
H (1.669, -4.230, -1.794)  0.36
H (1.987, -4.882, -0.190)  0.47
H (0.347, -4.916, -0.831)  0.37
H (-1.683, -3.764, -1.730)  0.76
H (-2.256, -2.578, 1.043)  0.25
H (-3.141, -3.914, 0.307)  0.49
H (-1.444, -4.122, 0.725)  0.35
H (-3.104, -1.171, -0.939)  0.13
H (-2.642, -1.592, -2.605)  0.36
H (-3.838, -2.560, -1.743)  0.50
I (-5.093, -0.536, 7.262)  0.13
C (-3.788, -0.403, 5.645)  -0.06
C (-2.417, -0.380, 5.870)  -0.61
C (-1.553, -0.289, 4.792)  -0.39
C (-2.053, -0.225, 3.496)  0.67
C (-3.428, -0.249, 3.282)  -0.16
C (-4.299, -0.338, 4.355)  -0.75
C (-1.087, -0.115, 2.365)  -0.33
O (-1.651, -0.128, 1.178)  -0.29
O (0.117, -0.015, 2.533)  -0.70
H (-2.028, -0.432, 6.877)  0.40
H (-0.482, -0.266, 4.943)  0.50
H (-3.815, -0.197, 2.273)  0.42
H (-5.367, -0.356, 4.191)  0.40

***

How do the records compare in molar mass? In the order shown, they have 577.7 844.5 g mol⁻¹.
How do the records compare in ΔE to the lowest compared entry with this formula, charge and spin? In the order shown, they have 7.3 0.0 kJ/mol.